Entry 1:
Computed, not measured: C40H79NO10S4 as an isolated structure, with ωB97M-V/def2-TZVPD.

Positions of all 134 atoms, in Å:
C: 3.81 3.01 3.00
C: 4.60 3.37 1.92
C: 4.97 2.40 0.98
C: 4.58 1.09 1.17
C: 3.77 0.75 2.24
C: 3.41 1.69 3.19
N: 4.81 0.12 0.09
O: 4.10 -0.87 0.10
O: 5.67 0.35 -0.72
H: 3.57 3.76 3.75
H: 4.95 4.36 1.68
H: 5.50 2.65 0.07
H: 3.48 -0.27 2.42
H: 2.77 1.41 4.01
C: 0.20 -2.76 -2.92
C: -1.23 -2.33 -3.26
C: -1.31 -1.23 -4.33
C: -0.72 0.10 -3.85
C: -1.03 1.31 -4.76
C: -0.44 2.59 -4.17
H: 0.15 -3.54 -2.16
H: 0.79 -1.94 -2.50
H: 0.82 -3.03 -3.78
H: -1.85 -3.21 -3.47
H: -1.67 -2.02 -2.30
H: -2.38 -1.24 -4.57
H: -0.78 -1.49 -5.25
H: -1.13 0.35 -2.87
H: 0.36 0.00 -3.77
H: -0.44 1.08 -5.66
H: -2.08 1.41 -5.03
H: 0.63 2.44 -3.99
H: -0.56 3.42 -4.86
H: -0.88 2.82 -3.19
C: -2.98 0.45 4.24
C: -1.99 -0.64 3.91
C: -1.55 -1.48 5.12
C: -0.75 -0.70 6.14
C: 0.67 -0.24 5.72
C: 1.18 0.89 6.58
H: -3.45 0.90 3.36
H: -2.52 1.32 4.72
H: -3.78 0.06 4.88
H: -2.38 -1.32 3.14
H: -1.13 -0.20 3.39
H: -1.01 -2.35 4.71
H: -2.46 -1.98 5.48
H: -1.32 0.22 6.32
H: -0.69 -1.16 7.13
H: 1.31 -1.13 5.85
H: 0.60 -0.01 4.66
H: 1.42 0.66 7.62
H: 2.16 1.20 6.21
H: 0.45 1.71 6.60
C: -1.95 7.80 -2.73
C: -2.77 6.66 -3.33
C: -2.30 5.26 -3.00
C: -3.29 4.20 -3.49
C: -2.87 2.77 -3.20
C: -3.79 1.70 -3.86
H: -2.31 8.78 -3.04
H: -0.89 7.73 -2.98
H: -1.92 7.77 -1.64
H: -3.82 6.86 -3.12
H: -2.69 6.78 -4.42
H: -2.11 5.15 -1.93
H: -1.31 5.11 -3.45
H: -4.30 4.39 -3.10
H: -3.46 4.45 -4.55
H: -1.84 2.67 -3.55
H: -2.90 2.60 -2.13
H: -3.89 2.04 -4.89
H: -3.42 0.68 -3.79
H: -4.72 1.72 -3.28
C: -3.20 -6.98 1.60
C: -2.23 -6.06 2.36
C: -2.08 -4.78 1.57
S: -2.37 -5.20 -0.17
O: -1.14 -5.06 -0.92
O: -3.54 -4.46 -0.58
C: -2.82 -6.95 0.12
H: -4.25 -6.73 1.79
H: -3.11 -7.99 2.01
H: -1.24 -6.50 2.50
H: -2.60 -5.87 3.37
H: -1.14 -4.24 1.67
H: -2.89 -4.06 1.73
H: -1.91 -7.54 0.01
H: -3.64 -7.20 -0.54
C: 2.68 -3.14 2.02
C: 2.21 -2.79 3.44
C: 1.39 -3.96 3.96
S: 2.16 -5.46 3.26
O: 1.13 -6.21 2.58
O: 3.05 -6.11 4.20
C: 3.14 -4.59 2.04
H: 3.46 -2.47 1.68
H: 1.82 -3.03 1.35
H: 1.60 -1.88 3.39
H: 3.08 -2.53 4.04
H: 0.39 -4.03 3.53
H: 1.31 -4.08 5.04
H: 3.07 -5.05 1.06
H: 4.19 -4.68 2.34
C: 3.38 2.85 -2.56
C: 2.30 2.41 -3.60
C: 1.31 3.60 -3.65
S: 0.97 3.97 -1.93
O: 0.07 3.03 -1.32
O: 0.81 5.41 -1.78
C: 2.63 3.48 -1.40
H: 4.03 3.54 -3.10
H: 3.97 2.02 -2.18
H: 1.71 1.56 -3.27
H: 2.71 2.24 -4.59
H: 0.36 3.50 -4.18
H: 1.85 4.48 -3.98
H: 2.46 2.78 -0.58
H: 2.97 4.40 -0.92
C: -0.79 -0.22 -1.58
C: 0.76 -0.32 -1.64
C: 1.14 -1.29 -0.54
S: -0.01 -0.85 0.84
O: 0.77 -0.10 1.81
O: -0.69 -2.08 1.19
C: -1.07 0.23 -0.12
H: -1.36 -1.12 -1.78
H: -1.07 0.57 -2.27
H: 1.22 0.64 -1.44
H: 1.01 -0.68 -2.64
H: 2.15 -1.24 -0.14
H: 0.92 -2.31 -0.86
H: -0.57 1.19 0.00
H: -2.06 0.11 0.32

Output
**Kohn-Sham gap**: 7.48 eV
**E**: -3970.6221 hartree
**Highest occupied orbital energy**: -0.30883 hartree

Entry 2:
Computed, not measured: a 3-piece molecular cluster, C5H8O2 overall, with ωB97M-V/def2-TZVPD.

Positions of all 15 atoms, in Å:
C: 1.23 -0.92 -1.18
C: 0.82 -0.99 0.12
O: 1.33 -0.05 1.02
C: 0.16 0.69 1.29
C: -0.64 1.24 0.12
C: -1.00 0.06 0.67
O: -2.06 -0.73 0.97
H: 0.43 0.37 -1.66
H: 2.12 -0.33 -1.41
H: 1.00 -1.73 -1.87
H: 0.37 -1.88 0.56
H: 0.21 1.22 2.24
H: -0.04 1.00 -1.25
H: -1.07 2.21 -0.07
H: -2.81 -0.43 0.44

Output
**Kohn-Sham gap**: 8.96 eV
**E**: -345.5543 hartree
**Highest occupied orbital energy**: -0.30511 hartree

Entry 3:
Computed, not measured: C6H14N2O as an isolated structure, with ωB97M-V/def2-TZVPD.

Positions of all 23 atoms, in Å:
C: 0.98 0.89 0.53
C: 1.36 1.72 -0.65
N: 1.57 -1.65 -1.37
O: 2.02 -1.52 -0.22
H: 2.15 -1.11 -2.06
H: -0.07 -1.29 -1.26
H: 0.62 1.47 1.38
H: 1.80 0.31 0.95
H: 1.37 1.11 -1.57
H: 2.37 2.13 -0.55
H: 0.67 2.55 -0.80
C: -1.74 1.12 0.37
C: -0.70 0.02 0.21
C: -0.81 -1.00 1.28
C: -1.09 -2.29 1.10
N: -0.75 -0.51 -1.08
H: -0.70 0.18 -1.82
H: -0.68 -0.61 2.28
H: -1.58 1.91 -0.37
H: -1.70 1.55 1.36
H: -2.74 0.71 0.22
H: -1.25 -2.72 0.13
H: -1.10 -2.97 1.94

Output
**Kohn-Sham gap (spin up / spin down)**: 7.53 / 7.53 eV
**E**: -421.5902 hartree
**Highest occupied orbital energy (spin up / spin down)**: -0.30137 / -0.30137 hartree

Entry 4:
Computed, not measured: C30H27N2O8S2W as an isolated structure, with ωB97M-V/def2-TZVPD.

Positions of all 70 atoms, in Å:
W: 0.41 -0.19 -0.06
O: 2.08 -0.08 3.66
C: 1.86 -0.11 2.48
O: 0.78 -0.51 1.90
C: 2.86 0.54 1.47
C: 2.38 2.02 1.40
C: 3.50 2.92 0.87
C: 3.59 2.43 -0.58
C: 2.38 1.47 -0.66
O: 1.44 1.97 0.31
C: 2.66 0.11 0.01
C: 1.69 -2.05 -0.12
O: 2.25 -2.44 -1.25
O: 1.68 -2.70 0.89
H: 3.88 0.43 1.86
H: 1.92 2.38 2.32
H: 4.42 2.79 1.43
H: 3.19 3.96 0.93
H: 4.52 1.92 -0.81
H: 3.46 3.25 -1.30
H: 1.93 1.47 -1.67
H: 3.54 -0.41 -0.40
C: -0.36 -3.59 -1.93
C: -1.32 -2.81 -1.11
N: -1.09 -1.74 -0.34
C: -2.24 -1.42 0.37
C: -3.32 -2.21 0.11
S: -2.93 -3.42 -1.02
C: -2.26 -0.33 1.32
C: -3.20 -0.15 2.29
S: -2.90 1.29 3.15
C: -1.52 1.58 2.16
N: -1.30 0.65 1.27
C: -0.74 2.82 2.35
H: 0.17 -2.96 -2.65
H: -0.91 -4.34 -2.50
H: 0.36 -4.11 -1.30
H: -4.31 -2.12 0.52
H: -4.02 -0.80 2.55
H: -1.41 3.62 2.67
H: -0.24 3.11 1.43
H: 0.00 2.68 3.14
O: 0.91 -0.55 -2.03
C: 0.23 0.05 -3.11
C: -0.86 0.96 -2.48
O: -1.71 1.55 -3.10
O: -0.72 1.01 -1.18
C: 1.16 0.92 -3.97
C: 2.54 0.77 -3.89
C: 3.37 1.49 -4.74
C: 2.82 2.35 -5.68
C: 1.44 2.47 -5.77
C: 0.62 1.76 -4.93
C: -0.30 -1.00 -4.08
C: -1.63 -1.09 -4.44
C: -2.02 -2.02 -5.40
C: -1.08 -2.86 -5.99
C: 0.24 -2.78 -5.60
C: 0.64 -1.86 -4.65
H: 1.96 -1.81 -1.98
H: 2.98 0.08 -3.18
H: 4.44 1.36 -4.69
H: 3.46 2.90 -6.34
H: 1.00 3.12 -6.52
H: -0.46 1.85 -5.01
H: -2.37 -0.43 -4.02
H: -3.05 -2.06 -5.71
H: -1.39 -3.56 -6.75
H: 0.98 -3.43 -6.06
H: 1.68 -1.78 -4.38

Output
**Kohn-Sham gap (spin up / spin down)**: 8.00 / 5.08 eV
**Total charge**: +1
**E**: -2734.1231 hartree
**Spin multiplicity**: 3
**Highest occupied orbital energy (spin up / spin down)**: -0.41596 / -0.41589 hartree

Entry 5:
Computed, not measured: a 10-piece molecular cluster, C42H84BFN2O19PS overall, with ωB97M-V/def2-TZVPD.

Positions of all 151 atoms, in Å:
C: 5.23 2.73 0.91
C: 4.07 2.27 0.05
O: 4.23 1.41 -0.79
N: 2.87 2.97 0.26
C: 2.30 2.78 1.61
C: 1.85 2.81 -0.79
P: 2.60 3.39 -2.41
O: 1.66 4.16 -3.23
O: 3.14 2.13 -3.24
O: 3.88 4.31 -2.04
O: 1.31 1.55 -0.91
B: -0.18 1.71 -0.95
S: -1.06 0.39 -2.05
O: -0.20 -0.76 -2.13
O: -1.56 0.86 -3.31
F: -2.33 -0.07 -1.19
O: -0.36 3.08 -1.34
C: 0.59 3.68 -0.50
C: 0.67 5.19 -0.65
O: 0.58 5.79 0.66
N: -0.75 5.90 1.03
O: -0.89 5.62 2.15
H: 5.59 3.69 0.54
H: 4.97 2.80 1.96
H: 6.01 1.99 0.82
H: 3.05 2.46 2.32
H: 1.50 2.05 1.59
H: 1.89 3.72 1.96
H: 4.03 1.89 -2.96
H: 4.69 3.95 -2.40
H: -0.54 1.42 0.19
H: 0.20 3.49 0.51
H: -0.19 5.52 -1.23
H: 1.57 5.56 -1.13
C: 0.73 7.99 4.19
C: 1.71 9.05 3.71
C: 3.04 8.47 4.15
O: 2.90 7.05 4.10
C: 1.52 6.71 3.93
H: -0.23 8.00 3.68
H: 0.54 8.11 5.26
H: 1.67 9.13 2.62
H: 1.52 10.04 4.13
H: 3.28 8.76 5.18
H: 3.87 8.77 3.51
H: 1.37 6.35 2.92
H: 1.26 5.91 4.62
C: 0.93 5.69 7.99
C: 0.08 4.44 8.19
C: 1.04 3.35 7.72
O: 2.36 3.81 8.03
C: 2.32 5.20 8.37
H: 0.62 6.55 8.59
H: 0.91 5.98 6.94
H: -0.15 4.30 9.25
H: -0.85 4.45 7.63
H: 0.98 3.19 6.64
H: 0.87 2.39 8.22
H: 2.49 5.30 9.45
H: 3.12 5.72 7.84
C: -2.71 2.69 3.97
C: -3.02 2.89 5.45
C: -2.30 1.70 6.08
O: -1.17 1.43 5.25
C: -1.29 2.16 4.02
H: -2.80 3.59 3.37
H: -3.38 1.93 3.54
H: -2.58 3.82 5.80
H: -4.09 2.90 5.68
H: -2.93 0.81 6.09
H: -1.96 1.91 7.10
H: -0.56 2.98 4.03
H: -1.05 1.50 3.18
C: 0.40 -4.57 -2.56
C: 1.47 -3.53 -2.87
C: 2.74 -4.28 -2.50
O: 2.48 -5.67 -2.76
C: 1.08 -5.86 -2.98
H: -0.54 -4.40 -3.09
H: 0.19 -4.59 -1.49
H: 1.47 -3.30 -3.94
H: 1.34 -2.60 -2.32
H: 2.97 -4.17 -1.44
H: 3.60 -3.97 -3.08
H: 0.93 -6.06 -4.05
H: 0.74 -6.73 -2.42
C: -3.73 -2.74 -0.55
C: -4.73 -3.89 -0.42
C: -3.96 -5.03 -1.06
O: -2.58 -4.79 -0.82
C: -2.40 -3.45 -0.32
H: -3.89 -1.93 0.15
H: -3.76 -2.32 -1.56
H: -4.92 -4.11 0.63
H: -5.69 -3.70 -0.90
H: -4.12 -5.06 -2.15
H: -4.23 -6.01 -0.65
H: -2.16 -3.51 0.74
H: -1.57 -2.97 -0.84
C: 7.39 6.53 -5.38
C: 6.00 7.15 -5.18
C: 5.34 6.12 -4.28
O: 6.39 5.54 -3.49
C: 7.66 5.92 -4.01
H: 8.15 7.26 -5.67
H: 7.35 5.75 -6.14
H: 6.09 8.10 -4.66
H: 5.46 7.31 -6.11
H: 4.87 5.31 -4.86
H: 4.59 6.54 -3.62
H: 8.11 6.65 -3.33
H: 8.31 5.05 -4.06
C: -2.38 -8.35 -1.22
C: -1.94 -9.10 -2.47
C: -2.74 -10.39 -2.36
O: -3.95 -10.06 -1.68
C: -3.84 -8.74 -1.12
H: -2.23 -7.27 -1.27
H: -1.83 -8.73 -0.35
H: -2.25 -8.54 -3.36
H: -0.87 -9.27 -2.53
H: -2.20 -11.14 -1.77
H: -2.98 -10.83 -3.33
H: -4.47 -8.07 -1.71
H: -4.21 -8.76 -0.09
C: 1.74 -5.17 -7.08
C: 0.37 -5.11 -7.76
C: 0.59 -6.01 -8.97
O: 1.56 -6.99 -8.57
C: 2.15 -6.61 -7.32
H: 1.71 -4.91 -6.02
H: 2.43 -4.49 -7.58
H: -0.39 -5.54 -7.10
H: 0.06 -4.11 -8.03
H: 1.00 -5.45 -9.81
H: -0.32 -6.52 -9.29
H: 1.76 -7.27 -6.54
H: 3.23 -6.74 -7.38
C: -8.56 -6.11 2.84
C: -8.75 -6.43 1.36
C: -8.05 -5.25 0.70
O: -7.00 -4.85 1.58
C: -7.17 -5.50 2.85
H: -8.65 -6.98 3.49
H: -9.30 -5.37 3.16
H: -8.23 -7.36 1.11
H: -9.79 -6.53 1.05
H: -8.73 -4.41 0.57
H: -7.62 -5.50 -0.27
H: -6.40 -6.27 2.95
H: -7.03 -4.77 3.64

Output
**Kohn-Sham gap**: 8.31 eV
**Total charge**: -1
**E**: -4054.0687 hartree
**Highest occupied orbital energy**: -0.22848 hartree

Entry 6:
Computed, not measured: C2H12N4O4Rb as an isolated structure, with ωB97M-V/def2-TZVPD.

Positions of all 23 atoms, in Å:
Rb: -0.48 0.23 0.18
C: -1.89 -3.36 -1.12
O: -1.11 -2.52 -0.64
N: -1.81 -4.67 -0.83
N: -2.85 -3.03 -2.01
H: -1.10 -4.91 -0.16
H: -2.22 -5.37 -1.42
H: -3.35 -3.67 -2.59
H: -3.01 -2.04 -2.13
C: 2.50 2.73 -0.07
O: 1.43 2.45 0.51
N: 2.99 2.09 -1.16
N: 3.18 3.83 0.30
H: 2.44 1.33 -1.53
H: 3.90 2.26 -1.54
H: 3.03 4.13 1.24
H: 4.06 4.01 -0.17
O: 0.77 0.50 2.82
H: 1.07 -0.39 3.02
H: 1.56 1.05 2.89
O: -2.74 1.56 1.61
H: -3.08 2.38 1.97
H: -3.29 1.39 0.84

Output
**Kohn-Sham gap**: 10.31 eV
**Total charge**: +1
**E**: -627.4102 hartree
**Highest occupied orbital energy**: -0.48148 hartree